Here is an isolated molecule of C4H11NOS from OMol25. Energies are from the ωB97M-V functional and the def2-TZVPD basis.

- SMILES = CN[C@H](CO)CS
- energy above the lowest of the compared OMol25 structures with the same formula, charge and spin (kcal per mole) = 71.2
- gap between HOMO and LUMO (eV) = 9.419
- maximum force (eV/A) = 5.2

XYZ file:
```
18
Properties=species:S:1:pos:R:3:forces:R:3:lowdin_charge:R:1
C 1.73998 1.18647 -0.71436 -2.12 1.19 -0.75 -0.1490
N 1.34003 0.22455 0.29178 -1.00 -2.74 1.19 -0.0818
C -0.08885 -0.34897 0.61122 1.43 1.65 -0.91 -0.3857
C -0.56845 -1.32234 -0.47461 1.10 2.29 0.66 -0.1993
O 0.72783 -2.10960 -0.71010 -4.96 -0.60 -1.39 -0.1122
C -1.01020 0.84372 0.67898 -1.63 -1.29 2.10 -0.4602
S -2.82590 0.35404 1.07315 1.41 0.48 0.54 0.6608
H 2.24551 0.74847 -1.56429 0.63 -0.23 0.08 0.0701
H 0.93187 1.77139 -1.24734 0.21 -0.68 0.79 0.0844
H 2.29193 1.95198 -0.19519 0.73 0.29 -0.25 0.0624
H 1.87064 -0.63126 0.07327 -0.33 0.72 0.50 0.0819
H -0.05068 -0.92225 1.54929 0.44 0.38 -0.19 0.1395
H -1.55861 -1.72272 -0.06315 1.74 -0.82 -0.77 0.0991
H -0.82745 -0.72583 -1.42108 0.51 -0.96 1.04 0.1382
H 0.20618 -2.58751 -1.40697 2.05 -0.63 0.33 0.0898
H -0.99165 1.19186 -0.28784 -0.47 1.38 -2.15 0.0191
H -0.80885 1.64976 1.37975 0.50 -0.27 -0.02 0.0772
H -2.62332 0.44824 2.42749 -0.24 -0.14 -0.81 -0.1344
```
Positions in Å, forces in eV/Å.

Here is an isolated ion of composition C4H11NOS and charge +1 from OMol25. Energies are from the ωB97M-V functional and the def2-TZVPD basis.

- multiplicity = 2
- charge = +1
- energy above the lowest of the compared OMol25 structures with the same formula, charge and spin (kcal per mole) = 42.7
- ⟨S²⟩ = 0.76
- gap between HOMO and LUMO (spin up / spin down) (eV) = 10.231 / 4.468
- maximum force (eV/A) = 3.0

XYZ file:
```
18
Properties=species:S:1:pos:R:3:forces:R:3:lowdin_charge:R:1
C 0.88135 -0.36034 -0.58121 0.25 0.76 1.93 -0.1085
N 0.46823 -1.21335 0.51088 -2.14 0.93 -0.81 0.1607
C 0.75326 -0.73653 1.84628 2.90 0.20 0.64 -0.1759
O 2.06769 -1.20455 2.20627 -0.61 -0.04 0.23 -0.0047
C -0.15237 0.83222 -0.70172 -0.43 0.53 0.37 -0.2112
C -1.34075 0.57814 -1.64223 -0.64 0.89 1.51 -0.5139
S -2.95880 0.79848 -0.77396 0.19 -0.13 0.21 0.7407
H 0.95590 -0.84825 -1.53294 0.34 -0.47 -0.26 0.1393
H 1.76748 0.12103 -0.15657 0.41 -0.13 -0.95 0.1395
H -0.43357 -1.65128 0.30800 0.26 -0.68 0.48 0.1781
H 0.87479 0.35251 1.77860 -0.51 0.01 -0.08 0.1372
H 0.17165 -0.98067 2.73341 -0.88 -0.43 -0.83 0.1563
H 2.57992 -1.52608 1.46173 0.09 -0.03 -0.26 0.0966
H -0.48461 1.10771 0.31323 0.04 -0.24 -0.41 0.0914
H 0.40602 1.70331 -1.04370 0.32 -0.16 -0.15 0.1269
H -1.37844 1.38214 -2.37506 0.40 -0.69 -0.63 0.0757
H -1.33416 -0.45332 -1.98769 -0.23 0.27 -0.62 0.0745
H -2.84359 2.09884 -0.36334 0.24 -0.61 -0.36 -0.1028
```
Positions in Å, forces in eV/Å.

Here is C4H11NP as an isolated structure from OMol25. Energies are from the ωB97M-V functional and the def2-TZVPD basis.

- charge = +1
- energy above the lowest of the compared OMol25 structures with the same formula, charge and spin (kcal per mole) = 107.3
- gap between HOMO and LUMO (eV) = 7.664
- maximum force (eV/A) = 4.0

XYZ file:
```
17
Properties=species:S:1:pos:R:3:forces:R:3:lowdin_charge:R:1
C 0.47809 -0.38727 -1.50868 -1.12 -0.53 3.61 -0.0342
C 0.71434 0.16886 -2.77143 3.97 -0.50 0.49 -0.0344
C 1.08507 -2.15433 0.10911 -1.14 -0.02 2.50 -0.0699
C 0.40875 -0.83625 -0.31322 0.75 0.30 -2.88 -0.1988
N -1.67179 2.44151 2.32970 0.01 1.42 1.37 -0.1413
P -0.54720 1.72690 0.90719 -1.04 0.58 -0.85 0.7823
H -0.04849 0.44028 -3.42055 -1.42 0.38 -0.99 0.0789
H 1.34285 -0.67614 -3.17479 -0.73 0.17 -0.38 0.1468
H 1.58180 0.86960 -2.67082 -1.11 0.24 -0.26 0.1279
H 1.85512 -1.89378 0.91214 -0.96 -0.48 -1.14 0.1005
H 0.27882 -2.83641 0.62811 1.73 1.13 -1.22 0.1185
H 1.56613 -2.60709 -0.76282 -0.23 -0.14 0.46 0.0727
H -0.22970 0.07031 0.51464 0.18 -0.49 0.17 -0.0842
H -2.57617 2.04533 2.39228 -1.16 -1.63 -0.45 0.0724
H -2.02513 3.41996 2.47405 1.34 -0.19 -1.16 0.1364
H -1.28761 2.26131 3.25127 0.44 -0.37 0.17 0.0926
H 0.62570 2.04113 1.56331 0.51 0.14 0.56 -0.1661
```
Positions in Å, forces in eV/Å.

Here is a 2-piece molecular cluster, C4H11NP overall from OMol25. Energies are from the ωB97M-V functional and the def2-TZVPD basis.

- charge = +1
- energy above the lowest of the compared OMol25 structures with the same formula, charge and spin (kcal per mole) = 134.0
- gap between HOMO and LUMO (spin up / spin down) (eV) = 8.034 / 8.045
- maximum force (eV/A) = 4.4

XYZ file:
```
17
Properties=species:S:1:pos:R:3:forces:R:3:lowdin_charge:R:1
C -0.21263 0.15634 -0.03536 -1.84 2.62 -1.30 -0.3194
C 1.52668 0.13247 -1.70459 -1.37 0.92 -2.12 -0.0218
C 1.06156 -1.85798 -0.33619 2.03 2.56 -0.28 0.0441
C -2.10507 1.55253 1.67221 2.04 -3.91 0.11 -0.1720
N 0.76316 -0.40439 -0.61973 -0.57 -1.63 1.89 -0.2493
P -1.25740 -0.19768 1.30414 -1.76 0.82 -0.21 0.9456
H -1.37903 1.53657 -0.88656 2.44 -2.23 0.99 0.2667
H 2.53532 -0.30972 -1.70443 -0.68 0.17 -0.45 0.1096
H 1.57818 1.16587 -1.42187 0.46 0.74 -0.64 0.0846
H 0.85502 0.03966 -2.68225 1.97 0.01 1.77 0.1652
H 1.10494 -2.24685 0.62647 -0.02 0.37 2.29 0.0839
H 2.03634 -1.94776 -0.76282 0.27 -0.93 -0.47 0.0923
H 0.28670 -2.31664 -0.77893 -2.27 -2.23 -2.16 0.0725
H -2.91339 1.27899 2.26450 -1.93 0.07 0.40 0.0196
H -2.11719 1.77779 0.66822 -1.30 1.00 -2.09 -0.0828
H -1.44141 2.15892 2.15431 1.73 1.65 1.45 0.0142
H -0.32177 -0.51812 2.24287 0.80 0.00 0.84 -0.0530
```
Positions in Å, forces in eV/Å.

Here is C4H11NP as an isolated structure from OMol25. Energies are from the ωB97M-V functional and the def2-TZVPD basis.

- charge = +1
- energy above the lowest of the compared OMol25 structures with the same formula, charge and spin (kcal per mole) = 68.8
- gap between HOMO and LUMO (eV) = 10.556
- maximum force (eV/A) = 5.4

XYZ file:
```
17
Properties=species:S:1:pos:R:3:forces:R:3:lowdin_charge:R:1
C -0.11096 2.02002 1.38086 2.37 0.87 2.98 -0.1628
C -0.90241 0.80258 1.71242 -2.87 -3.11 3.36 -0.1627
C 0.70636 1.12739 0.53069 3.10 0.20 -1.40 -0.0234
C 0.04865 0.02307 0.85487 -0.48 0.94 -0.81 -0.2585
N 0.11820 -1.39579 0.46296 -1.16 0.75 -0.04 0.2301
P 0.07306 -1.53950 -2.96853 -3.47 0.36 0.12 0.6804
H -0.58789 2.89027 0.98045 -0.24 0.32 -0.30 0.1147
H 0.51649 2.29482 2.38449 -1.40 -0.12 -2.53 0.1827
H -0.68589 0.43698 2.83729 -1.07 1.00 -2.18 0.1657
H -2.03469 0.77636 1.48877 1.83 0.02 0.38 0.1482
H 1.67970 1.35571 0.02413 -1.12 -0.41 0.21 0.1397
H 1.31723 -1.21906 -3.11060 3.35 0.82 -0.31 -0.2333
H -0.25884 -1.93775 1.24968 0.34 -0.26 -0.25 0.1798
H 1.06022 -1.69419 0.20315 -0.07 -0.09 0.07 0.1661
H -0.52017 -1.53179 -0.36787 0.79 -0.18 0.48 0.0908
H -0.40203 -0.24644 -3.44842 0.24 -0.84 0.34 -0.1127
H -0.01704 -2.16269 -4.21434 -0.14 -0.25 -0.11 -0.1449
```
Positions in Å, forces in eV/Å.

Here is an isolated ion of composition C4H11NPS and charge +1 from OMol25. Energies are from the ωB97M-V functional and the def2-TZVPD basis.

- SMILES = C[NH+](C)C=P(C)=S
- charge = +1
- energy above the lowest of the compared OMol25 structures with the same formula, charge and spin (kcal per mole) = 62.2
- gap between HOMO and LUMO (eV) = 7.921
- maximum force (eV/A) = 5.9

XYZ file:
```
18
Properties=species:S:1:pos:R:3:forces:R:3:lowdin_charge:R:1
C 0.42580 0.49029 -2.25796 1.34 -2.71 -0.53 -0.0048
N 0.45012 -0.01738 -0.88068 -1.92 -1.70 1.51 -0.3059
C 1.79358 -0.67871 -0.58235 -0.27 1.37 1.40 0.0198
C 0.10439 1.02810 0.06809 -1.95 -0.78 3.02 -0.3528
P -1.03097 0.78422 1.42997 1.09 0.14 0.10 0.4778
C -2.03110 -0.84958 2.14042 5.13 1.56 2.37 -0.1597
S -1.18822 2.14747 2.76226 0.02 -0.21 -0.63 0.2832
H 0.53499 -0.46483 -2.81084 0.26 0.93 -0.50 0.1208
H -0.52026 0.85507 -2.46460 -1.60 1.24 -0.41 0.0834
H 1.27071 1.16193 -2.40814 -0.29 0.03 -0.04 0.1245
H -0.39751 -0.73218 -0.67882 2.67 1.53 -1.30 0.2246
H 2.47559 0.14618 -0.33253 -0.13 -0.14 -0.44 0.1134
H 1.63893 -1.15540 0.37097 0.11 -0.67 0.11 0.0946
H 2.22344 -1.30315 -1.34824 -0.44 -0.20 -0.38 0.1032
H 0.71788 1.93180 0.09895 -0.32 -0.29 -0.06 0.0844
H -2.83001 -0.43463 2.71797 0.05 0.60 0.66 0.0223
H -2.43342 -1.40378 1.42900 -1.58 -2.62 -3.51 -0.0499
H -1.20394 -1.50542 2.74654 -2.17 1.92 -1.34 0.1212
```
Positions in Å, forces in eV/Å.

Here is an isolated molecule of C4H11NS from OMol25. Energies are from the ωB97M-V functional and the def2-TZVPD basis.

- SMILES = C[C@H](N)CCS
- energy above the lowest of the compared OMol25 structures with the same formula, charge and spin (kcal per mole) = 13.5
- gap between HOMO and LUMO (eV) = 9.876
- maximum force (eV/A) = 2.1

XYZ file:
```
17
Properties=species:S:1:pos:R:3:forces:R:3:lowdin_charge:R:1
C 1.65211 1.22345 0.28499 0.27 0.61 2.03 -0.0845
C 0.58075 0.16294 0.49131 -0.01 -1.77 -0.33 -0.4568
N 1.20104 -1.17581 0.45305 0.33 0.18 -1.52 0.0293
C -0.49527 0.34648 -0.59356 0.84 0.73 -0.36 -0.2678
C -1.48074 -0.75017 -0.85912 -0.74 -0.64 0.86 -0.5597
S -2.72603 -0.96281 0.47802 0.18 0.98 0.02 0.6754
H 2.42919 1.10474 -0.47091 -0.55 -0.64 -0.28 0.0800
H 1.24221 2.23168 0.18885 -0.16 -0.04 -0.01 0.0729
H 2.17995 1.20502 1.24933 0.31 0.39 -0.25 0.0740
H 0.11591 0.11480 1.48637 -0.10 1.38 -0.16 0.1271
H 0.65471 -1.83796 -0.06615 0.11 -0.31 0.23 0.0359
H 1.58712 -1.56370 1.29462 -0.27 0.17 0.22 0.0687
H 0.03325 0.58155 -1.53833 -0.14 -0.25 0.26 0.1241
H -0.97983 1.29142 -0.31885 -0.26 -0.18 -0.17 0.1055
H -1.00062 -1.72482 -0.85675 0.06 -0.08 -0.46 0.0436
H -2.06366 -0.63165 -1.76529 0.33 0.12 -0.27 0.0634
H -2.93010 0.38482 0.54244 -0.20 -0.64 0.19 -0.1311
```
Positions in Å, forces in eV/Å.

Here is C4H11NS as an isolated structure from OMol25. Energies are from the ωB97M-V functional and the def2-TZVPD basis.

- energy above the lowest of the compared OMol25 structures with the same formula, charge and spin (kcal per mole) = 225.8
- gap between HOMO and LUMO (eV) = 4.665
- maximum force (eV/A) = 6.4

XYZ file:
```
17
Properties=species:S:1:pos:R:3:forces:R:3:lowdin_charge:R:1
C 1.76412 0.44549 0.03590 0.60 3.98 0.62 -0.2789
N 0.38630 0.51791 -0.48136 -1.45 -6.09 1.31 -0.1202
C -0.30062 -0.87152 -1.08304 1.07 4.29 -1.23 0.0522
C -2.22729 -1.63839 0.65628 0.45 -2.27 -0.09 -0.6011
S -3.90401 -2.01566 0.23864 -0.55 -0.33 -0.20 0.5959
C 1.83916 2.04905 0.38655 -0.16 -0.18 -0.12 -0.1274
H 1.99304 -0.13307 1.03032 -0.47 0.64 -2.32 0.1378
H 2.46282 0.41329 -0.79182 0.43 -1.10 0.15 0.0839
H -0.01640 -0.04106 0.30008 -0.75 2.07 1.11 0.0401
H 0.14970 -1.00528 -2.10381 -0.84 -1.14 0.97 0.0663
H -1.30092 -0.49957 -0.97201 0.35 0.05 -1.68 -0.0344
H -1.51245 -2.47926 0.72923 -0.70 0.74 0.28 0.0485
H -2.19322 -0.81132 1.30721 0.76 0.93 0.56 0.0211
H -2.58876 -1.33620 -0.43902 0.57 -0.03 -0.03 -0.0754
H 1.43840 2.66422 -0.45213 -0.42 -0.96 0.36 0.0586
H 1.15928 2.23430 1.28011 1.37 0.11 -0.92 0.0769
H 2.85085 2.50707 0.35889 -0.23 -0.72 1.22 0.0562
```
Positions in Å, forces in eV/Å.

- What is the formula in the third record?
  C4H11NP